The following is a DFT calculation (the ωB97M-V functional and the def2-TZVPD basis) of a cluster of 11 separate species, C48H76N11O in total at a distorted geometry.

Structure (XYZ):
```
136
Properties=species:S:1:pos:R:3:forces:R:3:mulliken_charge:R:1
H -17.966 -7.898 20.708 -0.2 -0.1 0.0 0.547
H -16.916 0.684 20.362 0.4 0.3 0.2 0.350
H -23.389 -11.950 24.375 0.2 -0.3 0.0 0.186
C -25.722 -1.812 19.337 -0.1 0.2 -0.3 -0.349
C -18.104 -8.118 19.658 0.2 0.6 1.1 0.057
N -18.726 -4.231 24.955 0.3 -0.7 -0.2 -0.476
H -19.829 -0.232 20.742 -0.1 -0.2 -0.2 0.339
H -21.814 -8.244 21.269 -0.1 0.0 0.6 0.407
C -22.292 -4.996 22.252 -0.7 0.3 -0.3 -0.610
C -25.953 -0.133 24.243 0.5 0.4 1.1 -0.378
C -24.479 -1.284 19.558 0.3 -0.1 0.8 -0.809
C -22.327 -6.939 30.977 -0.5 -0.1 -0.4 -0.635
H -18.403 -3.847 28.179 -0.2 0.1 -0.2 0.146
C -22.775 -11.105 20.056 0.1 -0.2 -0.5 -1.179
H -18.725 -0.800 27.987 -0.6 0.1 -0.4 0.366
H -24.384 -4.651 22.924 0.5 0.1 0.3 0.245
C -18.480 -1.744 27.501 0.5 -0.5 0.2 -0.545
C -24.296 -1.334 23.360 0.5 0.3 0.5 -0.910
H -23.780 -7.010 23.203 0.0 -0.3 0.1 0.412
C -22.786 -10.715 17.837 0.4 -0.6 -0.2 -0.477
H -20.264 -6.311 23.683 -0.2 0.4 0.0 -0.005
H -20.379 -2.395 26.661 0.2 0.1 0.3 0.218
H -22.168 -7.155 18.979 0.5 -1.0 0.4 0.081
C -21.836 -8.218 30.259 0.1 1.6 0.3 -0.089
H -17.712 -6.123 18.735 -0.2 0.1 0.0 0.470
H -18.281 -10.328 19.618 -0.1 -0.2 -0.2 0.471
H -22.030 -9.019 30.968 0.2 -0.3 -0.3 0.392
H -20.047 -8.972 29.374 0.1 0.0 -0.1 0.433
C -24.200 -3.382 18.821 0.1 0.3 -0.2 -0.573
H -24.410 -12.426 19.980 -0.2 -0.3 -0.1 0.191
H -19.488 -2.790 29.116 -0.1 -0.1 -0.1 0.272
C -23.771 -10.594 25.931 -0.6 0.2 -0.9 -1.161
H -22.453 -8.308 29.365 -0.1 -0.5 0.1 -0.095
H -18.446 -1.388 20.549 -0.3 0.2 -0.4 0.267
C -18.954 -3.304 25.585 0.1 0.3 -0.1 0.199
C -21.766 -10.709 24.985 -0.1 -0.8 -1.1 -1.254
H -19.592 -1.312 25.630 0.5 0.0 -0.2 0.352
H -20.483 -5.585 27.003 0.2 -0.8 0.4 0.037
C -21.727 -9.639 25.831 -0.3 -0.1 0.2 0.351
C -17.963 -7.167 18.683 0.1 -0.5 -0.2 -0.822
H -18.963 -7.392 27.268 0.1 -0.3 -0.3 0.170
H -23.390 -5.617 25.007 0.0 0.0 -0.4 0.246
H -23.760 -3.591 21.695 -0.1 -0.1 -0.2 -0.336
O -21.447 -6.166 25.352 -0.6 -0.5 0.7 0.293
C -24.580 -1.854 24.594 0.1 -0.5 0.3 0.199
C -25.350 -6.674 15.684 0.0 1.0 -1.2 -0.614
H -23.627 -4.238 18.511 -0.1 -0.1 0.0 0.609
H -24.129 -0.350 19.963 -0.2 0.1 0.0 0.491
C -17.042 -7.673 28.372 -0.5 0.5 -0.3 -0.570
H -22.523 -8.185 23.501 0.5 0.1 0.2 0.682
H -26.684 -1.386 19.560 0.1 0.3 -0.1 0.447
H -23.223 -7.308 25.458 0.2 0.2 0.5 0.184
C -15.922 -6.312 26.955 -0.3 -0.6 0.1 -0.590
C -18.546 -2.836 28.571 0.6 0.0 0.3 -0.936
H -21.052 -11.229 24.362 0.4 0.5 0.1 0.441
H -18.160 -9.847 16.884 0.0 -0.1 0.1 0.425
C -22.329 -7.284 21.206 0.5 -0.4 -1.9 -0.369
H -22.571 -2.208 19.415 0.1 0.2 -0.1 0.197
H -26.699 0.643 24.295 0.1 0.1 -0.1 0.381
H -20.331 -7.609 22.475 0.5 0.1 0.2 0.270
C -21.446 -6.047 26.785 0.0 1.3 -0.8 -0.883
H -17.330 -8.281 29.213 0.1 0.0 0.1 0.475
H -22.145 -5.275 27.132 -0.3 -0.3 -0.2 0.326
C -22.150 -5.714 30.191 0.0 -1.5 1.1 0.341
H -17.538 -6.137 25.625 -0.2 0.2 0.1 0.201
N -23.027 -11.248 24.987 0.1 0.5 1.0 0.108
H -22.688 -5.299 16.752 0.3 -0.1 0.0 0.308
H -22.532 -5.775 19.748 0.4 0.2 0.2 -0.387
H -20.352 -7.295 29.028 0.2 0.2 0.2 -0.101
H -21.728 -4.712 21.369 0.2 0.3 0.2 0.802
N -22.007 -4.745 29.619 0.2 1.5 -1.0 -0.492
H -24.288 -5.255 21.342 0.4 0.2 -0.4 0.275
H -16.900 1.863 21.773 0.4 -0.2 -0.1 0.358
C -19.075 -0.831 21.248 0.8 0.0 0.4 -0.458
C -17.470 1.163 21.173 -0.9 -0.5 -0.5 -1.325
N -23.377 -5.942 16.422 -1.1 0.6 -0.5 -0.103
H -17.740 -2.724 29.301 -0.1 0.2 0.0 0.375
N -23.763 -11.869 19.462 1.0 0.6 0.5 0.073
H -24.977 0.475 22.489 -0.2 -0.1 -0.3 0.209
C -25.597 -1.075 25.191 -0.6 0.4 -1.0 -1.022
C -20.520 -6.551 22.661 0.2 -1.3 -0.5 -0.814
C -23.406 -7.285 16.539 0.6 -2.1 -0.2 -0.391
H -22.618 -7.949 16.869 0.4 0.7 0.1 0.490
H -18.672 0.644 22.810 -0.1 -0.4 0.2 0.323
H -21.300 -9.743 19.118 0.1 -0.1 0.3 0.489
C -19.364 -2.129 26.320 -1.4 0.7 0.3 -0.306
N -21.997 -6.450 22.393 0.7 -0.4 1.3 1.255
H -15.205 -5.794 26.343 0.1 0.1 0.2 0.426
C -23.032 -9.553 26.421 0.1 -0.4 0.3 -0.241
C -23.732 -11.667 18.113 -0.5 -0.2 -0.3 -0.826
H -22.484 -10.292 16.894 -0.2 -0.3 -0.2 0.563
N -17.197 -6.501 26.499 0.2 0.3 -0.5 0.114
H -22.575 -11.117 21.115 -0.2 -0.1 0.0 0.630
H -21.715 -7.000 27.237 0.4 0.0 0.2 0.178
H -26.040 -1.182 26.165 -0.1 -0.2 0.0 0.415
H -18.250 1.760 20.687 0.0 0.0 0.0 0.334
H -20.854 -9.038 26.021 0.0 0.1 0.1 0.688
C -17.891 -7.302 27.342 0.1 -0.1 0.7 0.034
N -20.185 -2.663 22.726 -0.6 -0.8 0.6 -0.207
H -23.425 -8.874 27.159 0.3 0.1 0.1 0.526
H -23.392 -7.501 21.162 -0.1 0.2 0.2 0.347
H -14.923 -7.034 28.745 0.0 -0.2 0.0 0.417
C -24.558 -7.808 16.010 -0.1 1.1 0.2 -0.365
H -17.380 -0.540 22.517 0.0 0.1 0.1 0.320
C -22.741 -6.494 24.903 0.4 -0.2 -0.4 -0.541
H -19.950 -5.977 21.938 -0.1 0.2 0.0 0.527
H -17.465 -1.569 27.134 0.1 -0.3 0.0 0.323
H -19.662 -7.812 30.601 -0.3 0.3 0.2 0.438
H -26.353 -3.778 18.576 0.2 -0.1 -0.3 0.463
N -17.976 -7.846 17.490 0.1 0.5 0.4 0.018
C -23.737 -4.621 22.043 -1.0 -0.4 0.1 -0.872
H -21.807 -6.807 31.926 -0.2 0.0 0.1 0.334
C -22.118 -10.446 19.045 -0.2 0.9 0.5 0.199
H -23.407 -7.021 31.125 0.1 0.0 0.4 0.362
H -17.994 -7.405 16.591 0.1 -0.1 -0.2 0.200
H -21.905 -4.450 23.107 0.4 -0.3 0.1 0.349
H -24.814 -4.499 15.725 0.0 0.0 -0.1 0.482
N -25.087 -0.227 23.193 -0.3 -0.6 -0.2 0.047
C -25.540 -3.102 18.783 -0.2 -0.5 0.8 -0.688
C -22.735 -7.119 23.518 -1.5 1.1 -0.2 -1.166
H -24.141 -2.739 25.032 0.1 0.1 -0.1 0.594
H -26.332 -6.568 15.247 0.0 -0.5 0.0 0.407
C -18.095 -9.175 17.726 -0.8 -0.9 -0.5 -0.644
C -21.877 -6.651 19.900 -1.4 1.6 -0.4 -0.383
H -24.809 -10.862 26.048 0.0 0.1 0.2 0.405
C -24.578 -5.543 15.836 0.2 -0.6 1.2 -0.646
H -24.702 -8.842 15.752 -0.3 -0.1 0.4 0.460
H -20.847 -6.307 19.878 0.1 -0.3 -0.1 0.177
N -23.562 -2.268 19.302 -0.1 -0.3 -0.4 0.137
C -15.809 -7.023 28.132 0.5 0.2 -0.2 -0.678
H -23.498 -1.623 22.697 -0.1 0.2 -0.2 0.501
C -18.233 -9.402 19.077 0.6 0.8 -0.5 -0.694
H -24.319 -12.308 17.471 -0.2 0.4 -0.1 0.405
C -20.390 -8.035 29.825 0.1 -1.2 -0.6 -0.797
C -19.688 -1.857 22.094 0.2 1.2 -0.8 0.096
C -18.131 0.089 22.038 0.1 0.5 0.3 -0.341
```
Forces are in eV/Å.

Results
* relative energy (zero: lowest compared OMol25 entry of this formula, charge and spin): 0.0 kcal/mol
* HOMO: -0.3532 hartree
* 2S+1: 1
* net charge: +1
* lowest unoccupied orbital energy: -0.07117 hartree
* F_max: 2.19 eV/Å